39
Properties=species:S:1:pos:R:3 method="wB97M-V/def2-TZVPD" mol_weight_da=897.73 multiplicity=6 total_energy_ha=-4277.45543 lumo_energy_ev="1.60 / 1.38" e_above_lowest_kj_mol=682.68 charge=-1 homo_ev="-1.92 / -3.53" homo_lumo_gap_ev="3.526 / 4.901"
Fe -2.96 1.37 0.55
S -3.96 -0.07 -0.90
C -4.70 1.31 -0.47
S -3.19 2.95 -0.48
S -4.27 1.82 1.84
Te -2.02 2.79 1.62
Te -3.05 4.79 2.47
Te 1.31 5.64 4.33
Te -0.53 4.36 3.00
C 1.00 0.72 0.34
C 0.14 0.66 -0.88
O -1.09 0.64 -0.82
C 0.81 0.68 -2.18
C 2.03 0.05 -2.39
C 2.63 0.12 -3.63
C 2.04 0.84 -4.66
C 0.84 1.48 -4.45
C 0.21 1.39 -3.23
H 0.44 0.93 1.28
H 1.75 1.52 0.24
H 1.53 -0.22 0.48
H 2.50 -0.50 -1.59
H 3.57 -0.38 -3.79
H 2.54 0.91 -5.62
H 0.38 2.05 -5.25
H -0.72 1.92 -3.06
N -2.48 -0.61 1.46
C -1.59 -1.33 1.60
C -0.53 -2.21 1.86
C -0.36 -3.32 1.04
C 0.64 -4.22 1.34
C 1.46 -4.01 2.44
C 1.28 -2.90 3.25
C 0.29 -1.98 2.96
H -1.01 -3.50 0.19
H 0.77 -5.09 0.71
H 2.22 -4.73 2.67
H 1.91 -2.74 4.11
H 0.16 -1.11 3.60

49
Properties=species:S:1:pos:R:3 method="wB97M-V/def2-TZVPD" mol_weight_da=643.26 multiplicity=2 total_energy_ha=-4812.20961 lumo_energy_ev="3.47 / 3.84" e_above_lowest_kj_mol=92.13 charge=-2 homo_ev="-3.60 / -3.61" homo_lumo_gap_ev="7.072 / 7.445"
Fe 1.47 0.29 1.74
O 2.82 2.06 2.37
S 1.97 2.41 3.51
O 1.82 3.82 3.77
O 0.71 1.67 3.41
C 2.93 1.78 4.91
C 3.39 2.73 5.81
C 4.30 2.39 6.80
C 4.76 1.09 6.88
C 4.29 0.13 6.00
C 3.38 0.46 5.01
S 2.85 -0.88 3.93
O 3.39 -2.06 4.56
O 3.38 -0.60 2.59
O 1.39 -0.83 3.86
H 3.02 3.75 5.71
H 4.66 3.15 7.49
H 5.49 0.81 7.64
H 4.61 -0.90 6.06
O -1.69 1.26 0.21
P -1.16 -0.26 0.01
O -2.37 -1.12 -0.13
O -0.22 -0.60 1.18
O 1.02 1.68 0.28
P 1.43 0.72 -0.84
O 0.96 -0.31 -3.54
O 2.16 1.30 -2.02
O 2.17 -0.40 -0.06
H -2.66 1.19 0.20
H 1.53 0.39 -3.11
C -5.57 -0.32 -5.00
C -5.86 -1.53 -5.85
O -6.89 -1.67 -6.46
S -4.66 -2.85 -5.96
C -3.27 -2.29 -5.00
C -3.20 -2.55 -3.64
C -2.16 -2.04 -2.88
C -1.18 -1.24 -3.47
C -1.22 -1.06 -4.86
C -2.25 -1.58 -5.62
C -0.08 -0.56 -2.70
C -0.08 -0.10 -1.43
H -6.00 0.55 -5.50
H -4.51 -0.16 -4.82
H -6.07 -0.44 -4.04
H -3.97 -3.15 -3.17
H -2.14 -2.21 -1.81
H -0.43 -0.49 -5.32
H -2.28 -1.42 -6.69

42
Properties=species:S:1:pos:R:3 method="wB97M-V/def2-TZVPD" mol_weight_da=577.31 multiplicity=3 total_energy_ha=-3189.42133 lumo_energy_ev="-0.70 / -0.56" e_above_lowest_kj_mol=8.38 charge=0 homo_ev="-8.41 / -8.63" homo_lumo_gap_ev="7.713 / 8.069"
V 1.17 -1.03 -0.25
I -0.31 -3.11 -0.74
C 3.22 -1.57 3.98
C 3.26 -0.37 3.29
C 2.81 -0.35 2.00
N 2.30 -1.43 1.38
C 2.28 -2.60 2.05
C 2.74 -2.70 3.35
H 3.57 -1.62 5.01
H 3.63 0.54 3.75
H 2.83 0.56 1.42
H 1.86 -3.44 1.52
H 2.71 -3.66 3.85
N -6.46 0.83 0.39
C -5.09 0.83 0.38
C -4.38 1.89 -0.20
C -3.01 1.92 -0.17
C -2.31 0.86 0.42
C -2.99 -0.20 1.00
C -4.37 -0.22 0.98
S -0.59 0.89 0.48
O -0.16 -0.23 1.34
O -0.14 2.21 0.80
N 0.05 0.37 -0.90
C 0.17 1.06 -2.12
S -0.53 2.61 -2.44
C 0.10 2.56 -4.03
C 0.78 1.41 -4.20
N 0.82 0.56 -3.12
H -6.95 1.47 -0.21
H -6.95 0.00 0.64
H -4.93 2.71 -0.66
H -2.48 2.76 -0.59
H -2.44 -1.02 1.45
H -4.91 -1.04 1.43
H -0.07 3.37 -4.72
H 1.29 1.12 -5.11
N 2.59 -1.42 -1.38
C 3.58 -1.37 -2.03
N 4.55 -1.40 -2.80
C 5.81 -1.02 -2.64
N 6.93 -0.73 -2.57